25
Properties=species:S:1:pos:R:3 method="wB97M-V/def2-TZVPD" gap_ev=9.83 total_energy_ha=-614.25082 multiplicity=1 de_lowest_kcal_mol=24.6
H -4.891 0.001 -0.355
N -4.109 0.383 -0.867
C -2.964 -0.020 -0.505
C -2.750 -0.917 0.740
F -3.933 -1.220 1.319
N -1.866 0.437 -1.215
C -0.610 0.544 -0.564
C -0.464 1.706 0.254
C 0.724 1.905 0.991
C 1.698 0.941 0.792
C 1.615 -0.125 -0.115
C 2.687 -1.193 -0.143
N 4.032 -0.733 -0.012
C 0.520 -0.268 -0.844
H -2.090 -0.470 1.440
H -2.283 -1.880 0.312
H -2.081 1.176 -1.875
H -1.307 2.366 0.381
H 0.848 2.711 1.705
H 2.648 0.916 1.276
H 2.513 -1.918 0.676
H 2.639 -1.716 -1.108
H 4.677 -1.497 0.043
H 4.336 -0.074 -0.741
H 0.411 -1.055 -1.585